This record from the OMol25 dataset describes C9H18F6MnNO5PS2 as an isolated structure. The level of theory is ωB97M-V with the def2-TZVPD basis set.

Geometry as XYZ:
```
43
Properties=species:S:1:pos:R:3
Mn 0.14 -0.64 0.50
F -1.29 -5.16 -1.27
C 0.02 -4.97 -1.22
F 0.50 -5.38 -0.07
F 0.62 -5.58 -2.22
S 0.29 -3.15 -1.41
O -0.29 -2.57 -0.16
O -0.30 -2.71 -2.63
N 1.88 -3.11 -1.36
S 2.61 -1.85 -0.83
O 1.66 -0.68 -0.74
O 3.85 -1.56 -1.44
C 2.96 -2.20 0.98
F 2.06 -1.49 1.72
F 4.17 -1.79 1.28
F 2.81 -3.47 1.26
C -1.22 -0.44 3.27
O -0.79 -0.70 1.95
H -0.37 -0.23 3.92
H -1.76 -1.31 3.63
H -1.91 0.42 3.29
C 1.17 4.06 0.03
C 1.27 2.57 0.38
P -0.22 1.63 -0.03
C -0.48 1.75 -1.82
C -1.49 0.74 -2.38
C -1.61 2.36 0.86
C -2.94 1.62 0.75
H 2.10 4.55 0.29
H 0.37 4.55 0.58
H 1.01 4.22 -1.04
H 1.48 2.43 1.44
H 2.09 2.10 -0.17
H 0.50 1.61 -2.28
H -0.80 2.77 -2.01
H -1.20 -0.29 -2.18
H -1.54 0.84 -3.46
H -2.49 0.90 -1.98
H -1.70 3.38 0.47
H -1.28 2.45 1.90
H -3.47 1.89 -0.16
H -3.58 1.90 1.59
H -2.83 0.54 0.78
```

Results
Expectation value of S² ... 6.10
Energy relative to the best compared isomer or geometry (same formula, charge and spin) ... 31.7 kJ/mol
Frontier orbital gap (spin up / spin down) ... 8.48 / 10.19 eV
DFT total energy ... -99930.032 eV
Highest occupied orbital energy (spin up / spin down) ... -13.9 / -14.2 eV
F_max ... 0.0099 hartree/bohr
Net charge ... +1
Spin multiplicity ... 5